(1)
DFT (ωB97M-V with the def2-TZVPD basis set) results for C33H33N3NiPSe2 as an isolated structure.

The geometry in XYZ format:
```
73
Properties=species:S:1:pos:R:3:lowdin_charge:R:1
Ni -1.9038 1.2646 -0.7086 -0.301
C -4.9682 -0.7669 -1.7301 -0.356
Se -4.1723 1.0004 -1.5958 1.015
C -5.0241 1.5157 0.0854 -0.514
C -4.5384 2.8902 0.4951 -0.520
Se -2.6116 2.9621 0.8164 0.995
C -2.6244 2.1565 2.5829 -0.342
H -4.9527 -1.2553 -0.7599 0.011
H -4.3798 -1.3383 -2.4437 0.029
H -5.9868 -0.6611 -2.0919 0.031
H -4.7657 0.7524 0.8195 0.065
H -6.1044 1.5219 -0.0602 0.083
H -5.0362 3.2255 1.4045 0.079
H -4.7304 3.6308 -0.2810 0.067
H -3.1011 2.8500 3.2700 0.033
H -1.5870 2.0007 2.8723 0.019
H -3.1419 1.1999 2.5667 0.021
C -3.8310 -3.2950 2.3968 -0.070
C -2.9722 -2.4574 3.0949 -0.066
C -2.0610 -1.6646 2.4118 -0.097
C -1.9951 -1.6953 1.0175 -0.339
C -2.8720 -2.5291 0.3273 -0.126
C -3.7773 -3.3298 1.0109 -0.073
P -0.9395 -0.4825 0.1589 1.072
C 0.4741 -0.2289 1.2787 -0.341
C 1.1462 -1.2846 1.8947 -0.090
C 2.2349 -1.0332 2.7123 -0.073
C 2.6708 0.2742 2.9127 -0.069
C 2.0166 1.3273 2.2949 -0.064
C 0.9159 1.0745 1.4833 -0.102
C -0.1415 -1.3891 -1.2241 -0.241
C -0.1605 -2.7710 -1.3949 -0.070
C 0.4136 -3.3724 -2.5071 -0.057
C 1.0285 -2.5958 -3.4766 -0.052
C 1.0995 -1.2209 -3.3057 -0.006
C 0.5320 -0.6388 -2.1881 -0.205
H -4.5348 -3.9202 2.9300 0.110
H -3.0025 -2.4287 4.1762 0.111
H -1.3849 -1.0294 2.9718 0.104
H -2.8575 -2.5542 -0.7555 0.099
H -4.4395 -3.9839 0.4579 0.112
H 0.8114 -2.3050 1.7432 0.115
H 2.7492 -1.8553 3.1929 0.112
H 3.5244 0.4662 3.5498 0.110
H 2.3599 2.3433 2.4410 0.111
H 0.3977 1.8928 0.9935 0.078
H -0.6278 -3.3922 -0.6422 0.103
H 0.3782 -4.4483 -2.6136 0.113
H 1.4654 -3.0520 -4.3542 0.114
H 1.6023 -0.5989 -4.0359 0.129
C 0.1172 3.0485 -1.6533 -0.067
C -0.2624 1.6849 -1.7793 -0.222
N 0.7768 0.7778 -1.9780 0.001
C 2.0807 1.1424 -1.8376 0.014
C 2.4546 2.4227 -1.5543 -0.179
C 1.4207 3.3990 -1.4990 -0.010
C 3.8508 2.8522 -1.3641 -0.031
C 4.9569 2.2097 -0.9962 -0.024
C 5.2104 0.7976 -0.6268 -0.260
C 6.5189 0.3920 -0.4105 -0.002
C 6.7223 -0.9213 -0.0282 -0.112
N 5.7179 -1.7814 0.1331 0.090
C 4.5045 -1.2896 -0.0997 -0.191
N 4.1910 -0.0515 -0.4735 0.118
H -0.6652 3.7943 -1.6505 0.105
H -1.2360 1.4176 -2.3023 0.104
H 2.7961 0.3414 -1.9329 0.117
H 1.6804 4.4390 -1.3383 0.124
H 3.9844 3.9169 -1.5364 0.113
H 5.8427 2.8317 -0.9199 0.108
H 7.3469 1.0778 -0.5236 0.115
H 7.7224 -1.2978 0.1547 0.114
H 3.6734 -1.9751 0.0217 0.108
```

Computed properties:
* lowest unoccupied orbital energy (spin up / spin down): -2.96 / -2.58 eV
* orbital gap (spin up / spin down): 7.210 / 6.577 eV
* total charge: +1
* 2S+1: 1
* molecular weight: 719.2 Da
* energy relative to the best compared isomer or geometry (same formula, charge and spin): 8.9 kcal/mol

***

(2)
DFT (ωB97M-V with the def2-TZVPD basis set) results for C33H33N4O5OsSe as an isolated structure at a distorted geometry.

The geometry in XYZ format:
```
77
Properties=species:S:1:pos:R:3:mulliken_spin:R:1
Os 6.3127 -12.6056 -16.8121 2.084
C -0.4376 -5.5242 -17.6816 0.001
C -0.0848 -6.4723 -16.5693 -0.040
C -0.1300 -6.0463 -15.2425 0.155
C -0.1290 -6.9728 -14.1979 -0.053
C 0.2905 -8.2676 -14.4594 0.117
C 0.6218 -8.6228 -15.7554 0.059
N 1.3915 -9.7733 -16.0051 0.416
C 1.3993 -10.8805 -15.2229 -0.005
C 0.2177 -11.3924 -14.5598 0.151
C 0.3736 -12.4707 -13.7008 -0.077
C 1.6279 -13.0023 -13.3896 0.144
C 2.7460 -12.5865 -14.0810 -0.075
C 2.6088 -11.6117 -15.1243 0.106
C 3.6526 -11.3985 -16.1478 0.015
O 3.5667 -10.5740 -17.0919 0.007
O 4.6295 -12.2456 -15.9251 0.015
C 0.3515 -7.7856 -16.8517 0.105
C 0.3830 -8.1594 -18.3151 -0.003
H -0.8755 -4.6259 -17.2480 -0.002
H -1.0550 -5.9321 -18.4995 -0.001
H 0.5260 -5.2099 -18.0681 -0.003
H -0.4119 -5.0319 -14.9647 0.002
H -0.3159 -6.5471 -13.1897 0.001
H 0.3407 -8.9677 -13.7012 -0.002
H 2.1614 -9.8167 -16.7276 -0.065
H -0.7011 -10.7780 -14.5502 0.004
H -0.4954 -12.9388 -13.2314 -0.001
H 1.7465 -13.6862 -12.5689 0.006
H 3.7566 -13.0649 -13.9234 0.003
H -0.6125 -8.1515 -18.7535 0.008
H 0.8635 -9.0943 -18.5454 -0.003
H 0.9609 -7.4048 -18.8650 0.006
C 7.7587 -14.8802 -11.2356 0.000
C 8.7606 -14.0882 -12.0029 -0.009
C 9.4565 -13.1356 -11.2854 0.020
C 10.2560 -12.2224 -11.9770 -0.010
C 10.4035 -12.3465 -13.4038 0.018
C 9.7663 -13.3995 -14.0672 -0.015
N 10.0908 -13.7163 -15.4133 0.218
C 9.2291 -13.7003 -16.4776 0.070
C 9.4206 -14.6554 -17.4703 0.216
C 8.9235 -14.5323 -18.8085 -0.029
C 8.0936 -13.4741 -19.1120 0.288
C 7.8481 -12.4291 -18.0872 -0.151
C 8.2837 -12.6543 -16.7118 -0.035
C 8.3231 -11.3800 -15.8664 0.048
O 9.3145 -10.9601 -15.2942 0.021
O 7.1098 -10.8424 -15.7554 -0.002
C 8.9589 -14.2987 -13.3737 0.023
C 8.3230 -15.5452 -13.9930 0.008
H 7.4661 -14.4023 -10.3372 0.000
H 8.2941 -15.7531 -10.8655 -0.001
H 6.8714 -15.1731 -11.7948 0.000
H 9.5201 -13.1932 -10.2170 0.000
H 10.7716 -11.4102 -11.4189 0.000
H 11.1685 -11.7325 -13.9063 -0.001
H 11.0440 -13.8673 -15.5744 -0.004
H 10.0220 -15.5240 -17.2613 0.010
H 9.0923 -15.3496 -19.5362 0.008
H 7.4710 -13.4478 -20.0461 0.007
H 7.7507 -11.4190 -18.5165 0.025
H 8.9894 -16.0578 -14.7363 -0.001
H 7.4284 -15.2616 -14.5358 -0.002
H 8.0901 -16.3085 -13.2272 0.000
Se 5.4422 -14.4882 -17.8021 0.178
C 4.9746 -15.4595 -16.2564 -0.013
N 4.4411 -16.0218 -15.3836 0.044
C 3.2079 -10.7162 -22.0828 0.000
C 3.4233 -10.0109 -20.7875 -0.001
N 4.5163 -10.4432 -20.0294 0.000
O 2.6725 -9.1558 -20.3222 0.000
H 3.7095 -11.6443 -22.2248 0.000
H 3.4729 -9.9759 -22.8215 0.000
H 2.1366 -10.9723 -22.0928 0.000
H 4.9345 -11.3241 -20.1789 -0.002
H 4.4670 -10.1497 -19.0275 -0.003
```

Computed properties:
* lowest unoccupied orbital energy (spin up / spin down): -2.94 / -5.70 eV
* <S²>: 6.10
* orbital gap (spin up / spin down): 7.837 / 5.049 eV
* total charge: +1
* 2S+1: 5
* molecular weight: 834.8 Da
* energy relative to the best compared isomer or geometry (same formula, charge and spin): 24.5 kcal/mol

***

(3)
DFT (ωB97M-V with the def2-TZVPD basis set) results for C33H33N5ReS6 as an isolated structure at a distorted geometry.

The geometry in XYZ format:
```
78
Properties=species:S:1:pos:R:3:mulliken_spin:R:1
Re 1.1573 1.0967 1.5913 2.455
S 0.7727 -4.1068 6.8290 0.000
C 0.8835 -2.9491 5.6773 0.001
S 0.5361 -3.2231 4.0025 0.002
C 0.8141 -1.5903 3.4404 0.026
C 1.1987 -0.6955 4.3688 0.032
S 1.5855 0.9545 4.0402 0.109
S 1.3301 -1.3055 6.0032 0.008
S 0.5855 -1.2385 1.7609 0.125
C -2.0038 1.5416 2.1034 0.010
N -0.6476 2.1071 2.0789 0.044
C -0.5149 3.3881 2.2657 0.039
C 0.7646 3.9598 2.1264 0.012
C 1.3013 5.2361 2.2844 0.068
C 2.6585 5.1306 1.9658 -0.001
C 2.8953 3.7999 1.6231 0.044
N 1.7535 3.0920 1.7081 -0.095
C -2.2824 0.6179 3.2638 -0.015
C -2.7660 -0.6638 3.0384 0.007
C -3.0735 -1.4912 4.1106 -0.002
C -2.8779 -1.0499 5.4111 0.000
C -2.3828 0.2275 5.6396 -0.003
C -2.0927 1.0587 4.5694 0.005
H -2.1787 1.0113 1.1666 -0.009
H -2.7046 2.3799 2.1465 -0.002
H -1.3796 3.9990 2.5086 -0.007
H 0.7639 6.1163 2.6033 0.002
H 3.3954 5.9173 1.9765 0.001
H 3.8197 3.3396 1.3099 0.003
H -2.9018 -1.0125 2.0205 0.003
H -3.4463 -2.4912 3.9283 0.000
H -3.1022 -1.7047 6.2436 0.000
H -2.2168 0.5706 6.6533 0.000
H -1.7018 2.0550 4.7478 0.007
C -4.1636 -0.6904 -2.5595 -0.001
N -3.2664 -1.8266 -2.6813 0.000
C -3.9636 -3.1086 -2.6841 0.000
C -1.9965 -1.7368 -2.1635 0.003
S -1.5601 -0.5219 -1.0956 0.011
N -1.1178 -2.6726 -2.5990 0.000
C 0.1698 -2.8684 -1.9594 0.002
C -1.2417 -3.3320 -3.8910 0.000
H -4.9845 -0.8304 -3.2651 0.000
H -3.6331 0.2265 -2.7990 0.001
H -4.5738 -0.5991 -1.5492 0.000
H -4.7605 -3.0906 -1.9346 0.000
H -3.2864 -3.9177 -2.4307 0.000
H -4.4138 -3.3108 -3.6586 0.000
H 0.1356 -2.5218 -0.9333 0.000
H 0.9587 -2.3218 -2.4874 0.000
H 0.4119 -3.9329 -1.9762 0.000
H -2.0306 -2.8748 -4.4796 0.000
H -1.4406 -4.4017 -3.7855 0.000
H -0.2987 -3.2200 -4.4315 0.000
N 1.9147 0.7781 -0.0444 -0.167
C 2.1582 0.6986 -1.2966 0.046
C 3.3704 -0.0155 -1.7526 0.007
C 4.0526 0.3559 -2.9120 0.030
C 5.2021 -0.3184 -3.2917 -0.019
C 5.6754 -1.3752 -2.5256 0.034
C 5.0022 -1.7502 -1.3697 -0.014
C 3.8616 -1.0701 -0.9804 0.031
C 1.2105 1.2851 -2.2776 0.063
C 0.5132 2.4487 -1.9558 0.056
C -0.4232 2.9709 -2.8314 -0.007
C -0.6830 2.3311 -4.0360 0.030
C 0.0056 1.1705 -4.3625 -0.016
C 0.9522 0.6539 -3.4936 0.025
H 3.6901 1.1872 -3.5032 0.001
H 5.7301 -0.0136 -4.1858 0.000
H 6.5724 -1.9009 -2.8271 0.002
H 5.3695 -2.5725 -0.7695 0.000
H 3.3256 -1.3479 -0.0794 0.013
H 0.7192 2.9475 -1.0162 -0.002
H -0.9542 3.8779 -2.5709 0.000
H -1.4154 2.7347 -4.7235 0.001
H -0.2035 0.6651 -5.2971 0.000
H 1.4668 -0.2664 -3.7406 -0.001
```

Computed properties:
* lowest unoccupied orbital energy (spin up / spin down): 0.02 / -1.63 eV
* <S²>: 3.81
* orbital gap (spin up / spin down): 6.662 / 5.316 eV
* total charge: 0
* 2S+1: 4
* molecular weight: 878.3 Da
* energy relative to the best compared isomer or geometry (same formula, charge and spin): 0.0 kcal/mol

***

(4)
DFT (ωB97M-V with the def2-TZVPD basis set) results for C33H34BF4N10ORuS as an isolated structure at a distorted geometry.

The geometry in XYZ format:
```
85
Properties=species:S:1:pos:R:3:lowdin_charge:R:1
Ru 1.9041 0.4133 1.0108 1.129
C -1.4145 4.3362 3.2113 -0.053
N -0.2696 3.6658 2.5946 -0.098
C -0.0160 2.3696 2.4978 -0.110
N 1.0277 2.1916 1.6999 -0.055
C 1.3795 3.4617 1.3327 -0.176
N 0.6122 4.3733 1.8603 0.166
C -2.4847 4.6106 2.1792 -0.194
C -2.9578 5.8891 1.9294 -0.019
C -3.9217 6.0959 0.9491 -0.047
C -4.4067 5.0375 0.2024 0.000
C -3.9290 3.7535 0.4499 -0.124
C -2.9799 3.5461 1.4423 0.024
C -4.3748 2.6058 -0.3338 -0.283
N -5.1223 2.5419 -1.3801 0.134
N -5.1896 1.2058 -1.7358 0.133
C -4.4810 0.5633 -0.8768 -0.291
O -3.9340 1.3821 0.0535 0.110
C -4.1780 -0.8606 -0.7832 -0.119
C -4.6185 -1.7475 -1.7611 0.002
C -4.2862 -3.0880 -1.6631 -0.048
C -3.5108 -3.5454 -0.6049 -0.029
C -3.0801 -2.6636 0.3780 -0.212
C -2.2684 -3.1628 1.5474 -0.050
N -1.1794 -2.2381 1.8873 -0.104
C -0.3975 -1.5547 1.0638 -0.117
N 0.4762 -0.8617 1.7903 -0.059
C 0.1543 -1.1561 3.0846 -0.191
N -0.8382 -2.0012 3.1709 0.144
C -3.4249 -1.3234 0.2884 0.025
H -1.0425 5.2531 3.6614 0.132
H -1.7764 3.6834 4.0058 0.137
H -0.5882 1.6035 2.9934 0.138
H 2.1974 3.6836 0.6719 0.107
H -2.5695 6.7302 2.4908 0.119
H -4.2856 7.0964 0.7590 0.113
H -5.1434 5.1924 -0.5743 0.123
H -2.6057 2.5451 1.6088 0.112
H -5.2062 -1.3760 -2.5896 0.124
H -4.6208 -3.7823 -2.4218 0.113
H -3.2446 -4.5943 -0.5465 0.116
H -1.8363 -4.1392 1.3276 0.130
H -2.8589 -3.2540 2.4579 0.139
H -0.4739 -1.5598 -0.0110 0.154
H 0.6763 -0.7526 3.9361 0.110
H -3.1031 -0.6234 1.0490 0.128
C 2.3062 -3.7136 -4.2411 -0.025
C 2.4682 -2.4518 -3.4390 -0.223
C 2.5626 -1.2189 -4.0898 0.084
C 2.7264 -0.0272 -3.3818 -0.215
C 2.8080 1.2913 -4.0965 -0.015
C 2.7766 -0.0854 -2.0070 0.031
C 2.6871 -1.3088 -1.2851 -0.228
C 2.5435 -2.4927 -2.0652 0.037
N 2.7254 -1.3056 0.0807 0.072
C 3.2880 -2.5029 0.7992 -0.554
C 3.7549 -2.0654 2.1826 -0.067
C 2.2526 -3.6214 1.0063 -0.011
C 4.5501 -3.0148 0.0834 -0.019
H 1.6467 -3.5527 -5.0929 0.089
H 1.8954 -4.5213 -3.6367 0.084
H 3.2702 -4.0466 -4.6304 0.097
H 2.5051 -1.1892 -5.1723 0.144
H 3.3986 1.2070 -5.0083 0.090
H 3.2510 2.0571 -3.4626 0.091
H 1.8069 1.6281 -4.3686 0.097
H 2.9206 0.8413 -1.4759 0.066
H 2.4379 -3.4468 -1.5806 0.097
H 2.9420 -1.6761 2.7862 0.042
H 4.5470 -1.3200 2.1157 0.069
H 4.1618 -2.9308 2.7059 0.104
H 1.4969 -3.3157 1.7301 0.068
H 2.7633 -4.4881 1.4276 0.105
H 1.7503 -3.9403 0.0976 0.072
H 5.2443 -2.1886 -0.0795 0.103
H 4.3643 -3.4966 -0.8691 0.074
H 5.0430 -3.7414 0.7298 0.100
F 0.6652 0.4593 -0.5727 -0.181
B 0.1197 1.7302 -1.4217 -1.168
F 1.1936 2.5767 -1.4321 0.165
F -0.1895 1.1624 -2.6083 0.207
F -0.9409 2.1637 -0.6774 0.189
S 4.0996 1.3689 0.9473 0.657
C 3.5583 1.0035 2.4475 -0.880
N 2.7903 0.6273 3.2510 0.071
```

Computed properties:
* lowest unoccupied orbital energy (spin up / spin down): -6.17 / -6.16 eV
* orbital gap (spin up / spin down): 4.608 / 4.613 eV
* total charge: +1
* 2S+1: 1
* molecular weight: 806.6 Da
* energy relative to the best compared isomer or geometry (same formula, charge and spin): 6.5 kcal/mol

***

Which of these has the highest 2S+1?
C33H33N4O5OsSe